1.
The following is a quantum chemistry calculation of an isolated molecule of C24H23N3O2, from the Open Molecules 2025 dataset.

Properties
SMILES: O=C(Cn1c(CCCO)nc2ccccc21)Nc1ccccc1-c1ccccc1
Relative energy (zero: lowest compared OMol25 entry of this formula, charge and spin) (kJ/mol): 6.2
Total charge: 0
DFT total energy (hartree): -1243.16796

Geometry as XYZ:
```
52
Properties=species:S:1:pos:R:3:lowdin_charge:R:1
O -0.91 -2.21 -2.53 0.08
C -0.42 -1.57 -1.63 -0.43
C 1.09 -1.64 -1.35 -0.02
N 1.63 -0.49 -0.68 0.01
C 2.02 -0.35 0.63 -0.31
C 1.90 -1.46 1.61 -0.11
C 3.04 -2.48 1.43 -0.16
C 2.57 -3.90 1.74 -0.27
O 1.58 -4.25 0.80 -0.08
N 2.49 0.83 0.90 0.18
C 2.44 1.54 -0.27 -0.25
C 2.81 2.84 -0.56 -0.03
C 2.61 3.30 -1.84 -0.10
C 2.05 2.49 -2.83 -0.09
C 1.68 1.19 -2.57 -0.01
C 1.88 0.72 -1.28 -0.17
N -1.08 -0.78 -0.76 0.16
C -2.45 -0.53 -0.64 -0.15
C -3.40 -1.18 -1.43 0.00
C -4.74 -0.93 -1.23 -0.08
C -5.16 -0.06 -0.24 -0.09
C -4.22 0.58 0.54 -0.03
C -2.87 0.37 0.35 -0.13
C -1.88 1.09 1.18 -0.20
C -1.00 2.00 0.60 -0.03
C -0.10 2.70 1.39 -0.08
C -0.05 2.48 2.76 -0.08
C -0.93 1.58 3.34 -0.08
C -1.84 0.89 2.56 -0.03
H 1.26 -2.54 -0.74 0.11
H 1.60 -1.79 -2.31 0.14
H 0.95 -1.97 1.47 0.11
H 1.93 -1.04 2.61 0.12
H 3.88 -2.22 2.06 0.12
H 3.39 -2.47 0.39 0.12
H 3.42 -4.59 1.68 0.12
H 2.16 -3.94 2.76 0.12
H 1.29 -5.15 0.96 0.09
H 3.25 3.47 0.21 0.11
H 2.89 4.31 -2.10 0.10
H 1.90 2.89 -3.82 0.10
H 1.24 0.56 -3.34 0.11
H -0.52 -0.27 -0.08 0.12
H -3.07 -1.86 -2.19 0.10
H -5.47 -1.44 -1.86 0.10
H -6.21 0.12 -0.09 0.10
H -4.54 1.27 1.31 0.12
H -1.03 2.17 -0.46 0.13
H 0.57 3.41 0.93 0.10
H 0.66 3.01 3.37 0.10
H -0.90 1.41 4.41 0.10
H -2.53 0.19 3.01 0.12
```

2.
The following is a quantum chemistry calculation of a structure of composition C46H31Cl4FN3O4OsSi, from the Open Molecules 2025 dataset.

Properties
Relative energy (zero: lowest compared OMol25 entry of this formula, charge and spin) (kJ/mol): 29.7
Total charge: -1
<S²>: 6.08
2S+1: 5
DFT total energy (hartree): -4557.62375

Geometry as XYZ:
```
91
Properties=species:S:1:pos:R:3:lowdin_spin:R:1
Os -1.56 1.83 -0.26 1.58
C 5.23 -5.17 0.71 0.00
O 4.86 -4.92 2.05 0.01
C 4.96 -3.64 2.49 0.01
C 4.22 -3.33 3.63 0.00
C 4.17 -2.03 4.10 0.03
C 4.85 -1.01 3.42 0.08
C 5.66 -1.35 2.34 0.03
C 5.73 -2.66 1.88 0.00
N 4.66 0.33 3.80 0.68
N 4.14 1.08 2.89 0.64
C 2.85 1.32 2.69 0.05
C 1.84 0.99 3.63 0.15
C 0.50 1.13 3.33 0.00
C 0.07 1.52 2.06 0.14
O -1.20 1.58 1.73 0.20
C 1.07 1.85 1.10 0.01
N 0.63 2.11 -0.16 0.03
C 1.48 2.49 -1.08 -0.02
C 2.85 2.63 -0.81 0.03
C 3.33 2.29 0.43 -0.02
C 2.44 1.87 1.42 0.04
H 4.77 -6.12 0.43 0.00
H 6.31 -5.24 0.59 0.00
H 4.85 -4.39 0.04 0.00
H 3.65 -4.11 4.11 0.00
H 3.56 -1.77 4.95 0.00
H 6.23 -0.57 1.84 0.00
H 6.36 -2.90 1.04 0.00
H 2.16 0.63 4.59 0.01
H -0.26 0.91 4.07 0.00
H 1.08 2.68 -2.07 0.00
H 3.51 2.98 -1.60 0.00
H 4.39 2.33 0.65 0.00
Cl -0.97 7.72 -3.96 0.00
C -1.16 6.08 -3.46 0.02
C -1.27 5.07 -4.42 0.00
Cl -1.18 5.45 -6.10 0.00
C -1.44 3.75 -4.00 0.02
Cl -1.61 2.47 -5.15 0.00
C -1.49 3.42 -2.65 0.00
O -1.66 2.18 -2.23 0.14
C -1.35 4.44 -1.66 0.01
O -1.36 4.09 -0.42 0.06
C -1.21 5.76 -2.10 0.00
Cl -1.11 7.01 -0.90 0.00
C -2.68 -3.01 3.33 0.00
C -1.74 -3.54 2.45 0.00
C -1.31 -2.81 1.35 0.00
C -1.83 -1.54 1.09 0.01
C -2.76 -1.02 1.99 0.00
C -3.18 -1.74 3.09 0.00
Si -1.34 -0.54 -0.48 0.01
C -2.24 -1.42 -1.93 0.00
C -2.61 -0.70 -3.07 0.00
C -3.14 -1.35 -4.18 0.00
C -3.31 -2.72 -4.17 0.00
C -2.97 -3.45 -3.04 0.00
C -2.44 -2.80 -1.93 0.00
C 0.48 -0.99 -0.85 0.00
C 1.42 -1.19 0.17 0.00
C 2.76 -1.42 -0.11 0.00
C 3.19 -1.43 -1.43 0.00
C 2.28 -1.23 -2.45 0.00
C 0.94 -1.01 -2.17 0.00
H -3.01 -3.58 4.18 0.00
H -1.34 -4.53 2.63 0.00
H -0.56 -3.23 0.70 0.00
H -3.16 -0.02 1.82 0.00
H -3.90 -1.31 3.77 0.00
H -2.47 0.37 -3.09 0.00
H -3.40 -0.77 -5.06 0.00
H -3.70 -3.23 -5.04 0.00
H -3.10 -4.52 -3.02 0.00
H -2.18 -3.38 -1.05 0.00
H 1.08 -1.17 1.20 0.00
H 3.46 -1.57 0.70 0.00
H 4.24 -1.60 -1.65 0.00
H 2.62 -1.24 -3.48 0.00
H 0.24 -0.86 -2.98 0.00
F -7.70 2.60 0.00 0.01
C -6.36 2.36 -0.01 0.03
C -5.91 1.14 -0.47 0.00
C -4.54 0.91 -0.49 0.02
C -3.62 1.87 -0.07 -0.02
C -4.14 3.08 0.41 0.03
C -5.50 3.34 0.44 0.00
H -6.62 0.40 -0.80 0.00
H -4.19 -0.05 -0.86 0.00
H -3.46 3.85 0.77 0.00
H -5.89 4.29 0.80 0.00
```

3.
The following is a quantum chemistry calculation of a structure of composition C6H8Li4O8, from the Open Molecules 2025 dataset.

Properties
Total charge: 0
DFT total energy (hartree): -865.50343

Geometry as XYZ:
```
26
Properties=species:S:1:pos:R:3:lowdin_charge:R:1
Li -3.91 28.10 16.99 0.70
Li -1.73 30.68 14.70 0.78
Li -1.44 28.60 17.42 0.86
Li -4.40 30.36 15.77 0.68
C -3.84 33.87 13.68 -0.03
C -4.94 34.59 13.34 -0.36
C -6.14 34.70 14.21 -0.32
O -7.12 35.62 14.04 -0.12
C -6.32 33.84 15.31 0.00
C -5.28 32.85 15.57 -0.35
C -3.95 32.87 14.68 -0.39
O -3.14 31.96 14.84 -0.23
O -5.33 32.02 16.49 -0.10
O -4.63 35.31 12.32 -0.02
H -2.97 33.72 13.05 0.10
H -7.25 33.91 15.86 0.10
O -2.69 29.40 16.02 -0.64
H -2.65 28.69 15.34 -0.08
O -5.46 29.32 17.02 -0.56
H -5.82 28.58 16.50 -0.12
O -0.54 27.76 13.79 -0.05
H -0.36 28.55 13.28 0.04
H -0.16 27.05 13.28 0.05
O -4.57 26.61 15.67 -0.07
H -4.77 26.51 14.74 0.07
H -5.19 26.03 16.12 0.07
```

4.
The following is a quantum chemistry calculation of a structure of composition C10H5F6N2O4S7SbTc, from the Open Molecules 2025 dataset.

Properties
Relative energy (zero: lowest compared OMol25 entry of this formula, charge and spin) (kJ/mol): 0.0
Total charge: -1
DFT total energy (hartree): -4502.21137

Geometry as XYZ:
```
36
Properties=species:S:1:pos:R:3:lowdin_charge:R:1
Tc -0.01 0.06 0.30 0.94
S -1.28 4.39 1.59 -0.18
Sb -1.62 3.35 -0.34 -0.05
S 0.37 1.94 -0.72 0.15
S -3.03 1.32 0.07 0.60
S -2.41 4.17 -2.26 -0.22
F 4.49 -2.82 2.26 0.14
C 3.66 -1.78 2.33 -0.69
F 4.24 -0.80 3.01 0.16
F 2.55 -2.15 2.95 0.15
S 3.26 -1.18 0.63 0.63
O 2.30 -0.12 0.85 -0.38
O 4.50 -0.89 0.01 -0.23
N 2.58 -2.48 -0.01 -0.28
S 1.07 -2.44 -0.33 0.60
O 0.68 -1.44 -1.33 -0.38
O 0.16 -2.38 0.79 -0.31
C 0.90 -4.09 -1.14 -0.69
F -0.39 -4.35 -1.30 0.16
F 1.45 -5.03 -0.39 0.16
F 1.49 -4.06 -2.33 0.16
S -0.08 0.75 4.93 0.57
C -0.18 0.66 3.34 -0.92
N -0.28 0.59 2.17 -0.10
C -1.93 0.04 0.08 -0.77
C -2.64 -1.26 0.07 -0.37
C -2.56 -2.10 -1.04 -0.06
C -3.26 -3.29 -1.05 -0.09
C -4.01 -3.68 0.05 -0.09
C -4.06 -2.86 1.17 -0.08
C -3.40 -1.65 1.18 -0.06
H -1.97 -1.79 -1.89 0.12
H -3.22 -3.93 -1.93 0.10
H -4.54 -4.62 0.04 0.10
H -4.64 -3.16 2.04 0.10
H -3.44 -1.00 2.04 0.11
```

5.
The following is a quantum chemistry calculation of a structure of composition C10H9CsF6N5O4S3, from the Open Molecules 2025 dataset.

Properties
Relative energy (zero: lowest compared OMol25 entry of this formula, charge and spin) (kJ/mol): 37.4
Total charge: -1
DFT total energy (hartree): -2775.22453

Geometry as XYZ:
```
38
Properties=species:S:1:pos:R:3:lowdin_charge:R:1
Cs 0.54 -0.28 0.90 1.15
C 1.47 -4.69 -2.29 -0.05
C 1.12 -3.31 -1.79 -0.30
N 1.16 -2.96 -0.56 -0.06
N 1.42 -3.91 0.37 -0.06
C 2.21 -3.53 1.34 -1.01
N 2.19 -4.36 2.45 0.02
S 3.27 -2.19 1.39 0.34
C 0.70 -2.28 -2.77 -0.22
C 0.81 -2.50 -4.15 -0.03
C 0.42 -1.51 -5.03 -0.08
C -0.08 -0.32 -4.53 -0.08
C -0.16 -0.19 -3.15 -0.14
N 0.22 -1.13 -2.29 0.07
H 1.66 -5.33 -1.43 0.06
H 2.37 -4.66 -2.91 0.08
H 0.66 -5.11 -2.89 0.08
H 1.79 -5.27 2.29 0.07
H 3.03 -4.33 3.01 0.05
H 1.21 -3.43 -4.52 0.10
H 0.50 -1.67 -6.10 0.10
H -0.41 0.48 -5.18 0.10
H -0.54 0.73 -2.71 0.11
F 2.01 3.99 2.18 0.14
C 0.79 4.49 1.96 -0.68
F 0.83 5.23 0.85 0.13
F 0.46 5.28 2.98 0.14
S -0.45 3.15 1.72 0.56
O 0.06 2.38 0.62 -0.51
O -1.70 3.82 1.54 -0.27
N -0.27 2.44 3.11 -0.30
S -1.17 1.26 3.61 0.54
O -0.61 0.70 4.80 -0.27
O -1.59 0.38 2.55 -0.49
C -2.76 2.07 4.18 -0.67
F -2.52 3.29 4.66 0.13
F -3.63 2.16 3.18 0.13
F -3.31 1.34 5.15 0.13
```

6.
The following is a quantum chemistry calculation of the ion C3H6BrN2O with charge +1, from the Open Molecules 2025 dataset.

Properties
SMILES: ON1CC[NH+]=C1Br
Relative energy (zero: lowest compared OMol25 entry of this formula, charge and spin) (kJ/mol): 132.7
Total charge: +1
DFT total energy (hartree): -2876.29983

Geometry as XYZ:
```
13
Properties=species:S:1:pos:R:3:lowdin_charge:R:1
O 1.96 -0.50 -1.86 0.14
N 0.98 -0.58 -0.97 -0.16
C 0.33 0.45 -0.22 -0.04
C -0.49 -0.29 0.84 -0.21
N -0.81 -1.48 0.19 0.05
C 0.47 -1.75 -0.75 -0.53
Br 0.76 -3.31 -1.74 0.95
H 2.11 0.37 -2.03 0.10
H -0.35 0.95 -0.88 0.14
H 0.96 1.13 0.33 0.15
H 0.05 -0.35 1.70 0.10
H -1.45 0.04 1.22 0.15
H -1.10 -2.29 0.76 0.15
```

> Among the records above, which one has the highest total charge?

C3H6BrN2O